[1]
An isolated molecule of C5H9NO. Source: the Open Molecules 2025 dataset; level of theory: the ωB97M-V functional and the def2-TZVPD basis.

Summary:
E_tot   -8868.1501 eV
Relative energy (zero: lowest compared OMol25 entry of this formula, charge and spin)   24.5 kcal per mole
HOMO-LUMO gap   10.47 eV
Structure (SMILES)   CC/C(C)=N\C=O
Strongest force on any atom   0.4 eV/Å

The geometry in XYZ format:
```
16
Properties=species:S:1:pos:R:3:forces:R:3:nbo_charge:R:1
C 0.03234 -1.99094 0.15689 -0.040 0.006 -0.035 -0.673
C 0.17737 -0.58074 -0.34896 -0.108 0.010 -0.101 0.402
C -0.70774 1.05642 1.31148 -0.111 0.012 0.031 -0.596
C 0.55877 0.46024 0.68266 0.130 -0.022 -0.098 -0.495
O 1.24697 1.43847 -2.24460 -0.377 -0.196 -0.022 -0.560
C 0.17027 0.88853 -2.18300 0.193 0.124 0.006 0.524
N -0.07154 -0.33962 -1.57617 0.198 0.006 0.274 -0.509
H -0.61998 -2.57561 -0.49384 0.111 0.083 0.073 0.238
H -0.34169 -2.01114 1.18645 0.033 0.023 -0.172 0.218
H 1.02621 -2.45504 0.16340 -0.105 0.055 0.024 0.239
H -0.46426 1.61945 2.21623 -0.028 -0.034 -0.136 0.219
H -1.20850 1.73319 0.61119 0.073 -0.110 0.088 0.211
H -1.42581 0.27381 1.58461 0.132 0.115 -0.002 0.205
H 1.16976 1.24025 0.22149 -0.117 -0.105 0.086 0.246
H 1.16628 -0.02479 1.45542 -0.102 0.045 -0.114 0.216
H -0.72049 1.28104 -2.70927 0.118 -0.012 0.100 0.116
```
Forces are in eV/Å.

[2]
C5H9NO as an isolated structure in a non-equilibrium geometry. Source: the Open Molecules 2025 dataset; level of theory: the ωB97M-V functional and the def2-TZVPD basis.

Summary:
E_tot   -8864.7712 eV
Relative energy (zero: lowest compared OMol25 entry of this formula, charge and spin)   102.4 kcal per mole
HOMO-LUMO gap (alpha / beta)   7.82 / 7.82 eV
Strongest force on any atom   2.3 eV/Å

The geometry in XYZ format:
```
16
Properties=species:S:1:pos:R:3:forces:R:3:nbo_charge:R:1
C 0.23288 1.22469 -0.59232 0.784 0.385 0.600 -0.627
C 1.55674 0.52391 -0.34001 0.280 0.050 0.151 -0.484
C -1.17452 -1.31597 -0.72257 0.094 0.297 -0.410 -0.696
C -1.11939 -0.29592 0.38736 -0.144 -1.078 2.024 0.709
C 0.99522 0.37718 1.01182 -0.548 0.923 -1.379 0.233
N 0.09266 -0.56808 1.36620 -0.916 -0.690 -0.430 -0.706
O -2.09866 0.17665 0.92465 0.659 0.096 -0.651 -0.596
H -0.27016 -0.42521 2.30213 -0.056 0.071 -0.161 0.389
H 0.18484 2.27851 -0.34690 0.170 0.015 -0.048 0.213
H -0.24793 1.00390 -1.53712 -0.221 -0.323 0.200 0.234
H 2.47306 1.11249 -0.38670 -0.016 -0.053 -0.035 0.214
H 1.66206 -0.40743 -0.88843 -0.002 -0.011 0.010 0.224
H 1.33005 1.07637 1.77855 -0.134 0.080 -0.136 0.203
H -0.24882 -1.41111 -1.28332 0.066 0.046 0.090 0.217
H -1.38742 -2.28561 -0.26361 0.007 0.152 0.121 0.241
H -1.98061 -1.06437 -1.40972 -0.022 0.040 0.052 0.233
```
Forces are in eV/Å.

[3]
An isolated molecule of C5H9NO in a non-equilibrium geometry. Source: the Open Molecules 2025 dataset; level of theory: the ωB97M-V functional and the def2-TZVPD basis.

Summary:
E_tot   -8862.6103 eV
Relative energy (zero: lowest compared OMol25 entry of this formula, charge and spin)   152.3 kcal per mole
HOMO-LUMO gap   9.76 eV
Structure (SMILES)   C[C@H]1OC[C@H]2N[C@@H]21
Strongest force on any atom   5.3 eV/Å

The geometry in XYZ format:
```
16
Properties=species:S:1:pos:R:3:forces:R:3:nbo_charge:R:1
C 2.18018 -0.71595 -0.07188 1.441 1.949 -0.042 -0.627
C 0.84975 -0.23860 0.46482 2.093 0.207 -2.537 0.070
C -0.74872 1.48731 -0.13375 -0.566 -0.747 1.576 -0.096
C -1.43524 0.13787 0.38264 1.479 -0.603 0.292 -0.131
C -0.32960 -0.73880 -0.26808 -1.998 -0.270 -0.981 -0.145
H 2.08581 -0.89394 -1.18114 0.357 -0.055 1.213 0.216
H 2.84353 0.28382 0.07417 -0.853 -2.783 -0.329 0.233
H 2.55944 -1.59525 0.51854 -0.148 0.888 -0.840 0.214
H 0.86871 -0.36106 1.50994 -0.426 0.685 1.442 0.192
H -1.12114 2.25419 0.60863 1.285 -0.427 -0.883 0.207
H -1.07130 1.71692 -1.12331 0.094 0.333 -0.695 0.203
H -1.45486 0.00063 1.54178 0.220 0.559 -2.211 0.182
H -1.90237 -1.91288 0.40985 -0.594 0.293 0.621 0.362
H -0.10968 -0.49853 -1.31653 -0.285 0.150 0.343 0.196
N -1.77978 -1.19966 -0.29751 2.309 1.556 0.561 -0.506
O 0.83277 1.22659 -0.15023 -4.407 -1.734 2.470 -0.570
```
Forces are in eV/Å.

The highest relative energy (zero: lowest compared OMol25 entry of this formula, charge and spin) belongs to which entry?
number 3

Which value of strongest force on any atom does entry 1 give?
0.4 eV/Å

Please write out number 2 again, unchanged.
C5H9NO as an isolated structure in a non-equilibrium geometry. Source: the Open Molecules 2025 dataset; level of theory: the ωB97M-V functional and the def2-TZVPD basis.

Summary:
E_tot   -8864.7712 eV
Relative energy (zero: lowest compared OMol25 entry of this formula, charge and spin)   102.4 kcal per mole
HOMO-LUMO gap (alpha / beta)   7.82 / 7.82 eV
Strongest force on any atom   2.3 eV/Å

The geometry in XYZ format:
```
16
Properties=species:S:1:pos:R:3:forces:R:3:nbo_charge:R:1
C 0.23288 1.22469 -0.59232 0.784 0.385 0.600 -0.627
C 1.55674 0.52391 -0.34001 0.280 0.050 0.151 -0.484
C -1.17452 -1.31597 -0.72257 0.094 0.297 -0.410 -0.696
C -1.11939 -0.29592 0.38736 -0.144 -1.078 2.024 0.709
C 0.99522 0.37718 1.01182 -0.548 0.923 -1.379 0.233
N 0.09266 -0.56808 1.36620 -0.916 -0.690 -0.430 -0.706
O -2.09866 0.17665 0.92465 0.659 0.096 -0.651 -0.596
H -0.27016 -0.42521 2.30213 -0.056 0.071 -0.161 0.389
H 0.18484 2.27851 -0.34690 0.170 0.015 -0.048 0.213
H -0.24793 1.00390 -1.53712 -0.221 -0.323 0.200 0.234
H 2.47306 1.11249 -0.38670 -0.016 -0.053 -0.035 0.214
H 1.66206 -0.40743 -0.88843 -0.002 -0.011 0.010 0.224
H 1.33005 1.07637 1.77855 -0.134 0.080 -0.136 0.203
H -0.24882 -1.41111 -1.28332 0.066 0.046 0.090 0.217
H -1.38742 -2.28561 -0.26361 0.007 0.152 0.121 0.241
H -1.98061 -1.06437 -1.40972 -0.022 0.040 0.052 0.233
```
Forces are in eV/Å.

What is the relative energy (zero: lowest compared OMol25 entry of this formula, charge and spin) in the third record?
152.3 kcal per mole